# C2H2Cl3NS

A 2-piece molecular cluster, C2H2Cl3NS overall at a distorted geometry (ωB97M-V/def2-TZVPD, the OMol25 dataset).

```
! RIJCOSX wB97M-V def2-TZVPD def2/J DEFGRID3
* xyz 0 1
C -0.6934 -0.7713 -0.6318
C 1.2775 0.5399 0.1262
N -1.6254 -0.2953 0.1323
S -0.0205 -1.8092 -1.5753
Cl 2.0555 -0.6550 1.1089
Cl 2.2606 1.1800 -1.1731
Cl 0.5683 1.8070 1.1257
H -1.1870 0.4782 0.6902
H -2.6355 -0.4742 0.1970
*
```

Results
- Highest occupied orbital energy (spin up / spin down): -7.69 / -7.65 eV
- LUMO (spin up / spin down): -0.47 / -0.48 eV
- Energy relative to the best compared isomer or geometry (same formula, charge and spin): 2.349 eV